1.
Formula: C4H8N3
Source: the OMol25 dataset
Level of theory: ωB97M-V with the def2-TZVPD basis set

Computed properties:
Electronic energy = -8736.2462 eV
Energy above the lowest of the compared OMol25 structures with the same formula, charge and spin = 150.71 kcal/mol

The geometry in ORCA input format:
```
! RIJCOSX wB97M-V def2-TZVPD def2/J DEFGRID3
* xyz 1 1
N -1.06070 -0.62536 1.07826
N -1.37399 -1.71070 1.76253
N 2.09120 1.98492 -1.56790
C 0.90773 1.93610 -1.46955
C -2.54958 -2.41586 1.25635
C 3.31061 2.24107 -1.44976
C -0.62026 0.35075 0.60545
H 0.56803 1.46883 -0.49679
H -2.56136 -2.83182 0.26013
H 0.20623 1.95881 -2.33594
H -2.68176 -3.11813 2.04794
H -3.41813 -1.75913 1.35747
H 3.77526 3.24573 -1.13619
H -0.51469 -2.19589 1.81195
H 3.92142 1.47068 -1.72394
*
```

=====

2.
Formula: FH3OSi
Source: the OMol25 dataset
Level of theory: ωB97M-V with the def2-TZVPD basis set

Computed properties:
Structure (SMILES) = O[SiH2]F
Electronic energy = -12693.8523 eV
Energy above the lowest of the compared OMol25 structures with the same formula, charge and spin = 0.00 kcal/mol

The geometry in ORCA input format:
```
! RIJCOSX wB97M-V def2-TZVPD def2/J DEFGRID3
* xyz 0 1
Si -0.47252 -0.13053 -0.26774
F -1.96001 0.28778 0.23993
O 0.52047 1.13088 0.04140
H -0.45224 -0.40558 -1.75565
H 0.07292 -1.24545 0.49284
H 0.04785 1.96055 -0.08784
*
```

=====

3.
Formula: CH3N3O2S
Source: the OMol25 dataset
Level of theory: ωB97M-V with the def2-TZVPD basis set

Computed properties:
Structure (SMILES) = [H]/N=[N+](\[O-])CSN=O
Electronic energy = -20480.3137 eV
Energy above the lowest of the compared OMol25 structures with the same formula, charge and spin = 121.42 kcal/mol

The geometry in ORCA input format:
```
! RIJCOSX wB97M-V def2-TZVPD def2/J DEFGRID3
* xyz 0 1
S -1.90063 -0.82973 -0.46467
O -1.73224 -2.50286 1.45296
O 1.17404 1.23902 0.45271
N 0.27111 0.42186 0.51487
N -0.21244 -0.12289 1.51755
N -1.11048 -1.83826 0.68437
C -0.30419 -0.03292 -0.77246
H -0.42471 0.82707 -1.43174
H 0.39946 -0.75029 -1.20465
H 0.22137 0.14245 2.40027
*
```

=====

4.
Formula: C3H11CuN2
Source: the OMol25 dataset
Level of theory: ωB97M-V with the def2-TZVPD basis set

Computed properties:
<S²> = 0.7503
Electronic energy = -50903.6320 eV
Energy above the lowest of the compared OMol25 structures with the same formula, charge and spin = 11.55 kcal/mol

The geometry in ORCA input format:
```
! RIJCOSX wB97M-V def2-TZVPD def2/J DEFGRID3
* xyz -1 2
Cu -0.08065 0.48556 -0.88604
N 0.06798 0.16010 1.00397
N 0.78670 -1.34640 -1.52233
C 0.42525 -0.58409 3.46382
C 0.21431 -0.19495 2.09931
C -1.33466 1.12299 -2.15147
H -0.42940 1.03655 -2.82846
H 0.51440 -1.67852 3.49504
H 1.35312 -0.09484 3.79340
H -1.24024 1.54459 -0.56755
H 0.85182 1.73667 -0.71636
H 1.79027 -1.11132 -1.25180
H -0.44301 -0.23565 4.03901
H 0.45599 -2.03480 -0.91319
H -1.48457 2.17752 -2.05937
H -2.21908 0.62545 -2.50055
H 0.77178 -1.60886 -2.49743
*
```

=====

5.
Formula: C2HNO2S
Source: the OMol25 dataset
Level of theory: ωB97M-V with the def2-TZVPD basis set

Computed properties:
Structure (SMILES) = O=S1#CO1.C#N
Electronic energy = -18505.0996 eV
Energy above the lowest of the compared OMol25 structures with the same formula, charge and spin = 131.88 kcal/mol

The geometry in ORCA input format:
```
! RIJCOSX wB97M-V def2-TZVPD def2/J DEFGRID3
* xyz 0 1
S -1.97801 1.03829 0.14158
O -1.47842 -0.49986 -0.68754
O -0.86185 1.91693 0.32819
N 0.88770 -0.67291 0.35933
C 1.92558 -0.49309 -0.09378
C -1.32928 -0.65034 0.53693
H 2.83428 -0.63902 -0.58472
*
```

=====

6.
Formula: C5H5Cl2NO5Tl2
Source: the OMol25 dataset
Level of theory: ωB97M-V with the def2-TZVPD basis set

Computed properties:
Electronic energy = -51371.0727 eV

The geometry in ORCA input format:
```
! RIJCOSX wB97M-V def2-TZVPD def2/J DEFGRID3
* xyz 4 1
Tl 1.29959 0.48082 -0.48020
Tl 0.04066 0.39149 -3.56423
Cl -0.67044 -1.58488 -1.77191
Cl -0.59445 2.69488 -2.40213
O 2.66081 3.36216 0.59608
O 0.34217 -0.73495 1.17402
O -0.72747 1.09781 2.04574
O 1.28737 -2.55210 -5.47268
O 1.44104 2.32268 -6.26441
N -1.88213 -1.06331 3.42344
C 2.22075 2.43632 0.10253
C 1.06193 1.76885 -5.36623
C -0.27623 -0.08863 2.08745
C 0.95454 -1.74804 -4.80257
C -0.45356 -1.01381 3.27761
H -2.06506 -1.68475 4.18024
H -2.27390 -0.13654 3.62711
H 0.05951 -0.54470 4.09699
H -0.05236 -1.94848 2.90072
H -2.37278 -1.45479 2.61244
*
```

=====

7.
Formula: C4H7N
Source: the OMol25 dataset
Level of theory: ωB97M-V with the def2-TZVPD basis set

Computed properties:
Structure (SMILES) = C=CC.C#N
Electronic energy = -5749.2716 eV
Energy above the lowest of the compared OMol25 structures with the same formula, charge and spin = 49.47 kcal/mol

The geometry in ORCA input format:
```
! RIJCOSX wB97M-V def2-TZVPD def2/J DEFGRID3
* xyz 0 1
N -3.81760 0.03702 -0.11633
C 0.12164 0.80944 -0.41401
C 1.38196 0.78727 0.28709
C -0.70331 -0.23117 -0.66108
C -3.35704 -0.50732 0.78089
H -2.88845 -0.89585 1.65056
H -0.22535 -1.20798 -0.69210
H -0.09328 1.86568 -0.68410
H 1.83855 1.72103 0.66307
H 2.24989 0.16697 -0.18048
H -1.66084 -0.17290 -1.15034
H 1.18065 0.18153 1.20222
*
```

=====

8.
Formula: C13H21N3PtS3Te
Source: the OMol25 dataset
Level of theory: ωB97M-V with the def2-TZVPD basis set

Computed properties:
Electronic energy = -61321.0464 eV

The geometry in ORCA input format:
```
! RIJCOSX wB97M-V def2-TZVPD def2/J DEFGRID3
* xyz 2 1
Pt -1.48424 -0.38592 0.75262
Te -0.03566 1.02321 -1.13937
S -3.59286 0.14176 -0.79034
S -2.28726 -2.40116 -0.65291
S -4.44982 -2.02718 -2.65318
N -2.61059 1.13003 2.21960
N -1.59394 -2.00726 2.49901
N 0.13377 0.28386 2.47694
C 2.39247 0.37302 -2.65959
C 4.01404 0.54271 -4.41567
C -3.47552 -1.43754 -1.43094
C 3.71115 0.50914 -3.06338
C 1.67283 0.36628 -4.96872
C 1.36381 0.29765 -3.61853
C -0.33041 1.55823 3.04276
C -0.91055 -1.61801 3.73387
C 2.99620 0.47439 -5.36511
C -0.03891 0.13043 -3.12430
C 0.35872 -0.82335 3.41680
C -1.82137 1.55016 3.38085
C 2.00703 0.29161 -1.21588
H 5.04133 0.63090 -4.73459
H -2.10055 2.55738 3.70797
H -2.79298 1.92195 1.60335
H -0.61588 -2.49639 4.31832
H 2.66671 0.87839 -0.57834
H -0.29032 -0.92850 -3.02642
H -1.59268 -1.02754 4.34362
H 4.50237 0.59010 -2.33331
H 1.01935 0.47074 2.01583
H 3.24231 0.51089 -6.41406
H 0.78785 -0.46277 4.35955
H 0.89180 0.33721 -5.71039
H -0.14184 2.33243 2.29134
H -3.51329 0.76681 2.51260
H -0.77530 0.60671 -3.76727
H -2.54509 -2.31004 2.69818
H -1.11348 -2.79208 2.05946
H -2.01211 0.86758 4.20790
H 1.08042 -1.49888 2.95182
H 2.01378 -0.74621 -0.88029
H 0.22870 1.81931 3.95018
*
```

=====

9.
Formula: CH6Na6O6
Source: the OMol25 dataset
Level of theory: ωB97M-V with the def2-TZVPD basis set

Computed properties:
Electronic energy = -39884.0818 eV
Energy above the lowest of the compared OMol25 structures with the same formula, charge and spin = 0.00 kcal/mol

The geometry in ORCA input format:
```
! RIJCOSX wB97M-V def2-TZVPD def2/J DEFGRID3
* xyz 4 1
Na -2.21477 0.01748 -2.76852
Na -0.51943 2.28537 2.74944
Na -3.12371 0.62192 0.81594
Na -1.96315 -2.53802 1.14980
Na 0.27138 2.42120 -1.35136
Na 1.67318 -0.81659 -2.20967
O -1.21805 -0.95284 -0.67142
O 2.68520 2.08888 -0.94457
O -0.83635 -0.08648 1.36715
O 1.58390 1.16595 2.73797
O -2.04423 -3.49690 -1.49660
O 0.69137 0.25063 -0.24816
C -0.41434 -0.31927 0.15363
H 1.36742 0.45524 2.12556
H 3.61963 2.22968 -0.73859
H -2.58229 -3.34371 -2.28193
H -1.74568 -2.62839 -1.19669
H 2.49442 1.06988 3.04349
H 2.27550 1.57596 -0.23548
*
```